Entry 1:
Entry from the Open Molecules 2025 dataset: a cluster of 22 separate species, C26H96O30 in total in a non-equilibrium geometry (the ωB97M-V functional and the def2-TZVPD basis).

Results
DFT total energy	-89937.051	eV
spin multiplicity	1
E_HOMO	-0.359	Ha
charge	0
HOMO-LUMO gap	9.87	eV

XYZ file:
```
152
C26H96O30 | the Open Molecules 2025 dataset | the ωB97M-V functional and the def2-TZVPD basis
C 5.028 -2.575 0.111
C 4.947 -2.384 -1.417
O 4.179 -1.220 -1.738
O 5.993 -1.720 0.714
H 5.292 -3.583 0.450
H 4.067 -2.423 0.583
H 4.420 -3.273 -1.703
H 5.968 -2.384 -1.732
H 4.715 -0.475 -1.428
H 6.001 -1.883 1.637
C -7.760 -0.209 -0.960
C -6.823 0.535 -0.109
O -6.923 1.965 -0.490
O -7.546 0.092 -2.310
H -8.747 0.201 -0.787
H -7.684 -1.265 -0.752
H -5.812 0.033 -0.315
H -7.005 0.532 0.973
H -7.180 1.908 -1.436
H -6.818 -0.446 -2.696
C 7.785 0.277 -1.607
C 7.078 1.334 -0.862
O 5.922 0.939 -0.149
O 8.201 -0.861 -0.867
H 8.571 0.841 -2.120
H 7.191 -0.154 -2.430
H 6.687 2.065 -1.606
H 7.778 1.788 -0.149
H 6.184 0.141 0.306
H 7.420 -1.239 -0.458
C 0.685 -2.983 -3.054
C -0.732 -2.771 -3.426
O -1.627 -2.322 -2.462
O 1.330 -1.740 -2.758
H 1.183 -3.601 -3.828
H 0.723 -3.570 -2.158
H -1.184 -3.704 -3.653
H -0.805 -2.167 -4.286
H -1.372 -1.535 -1.976
H 2.287 -1.813 -2.708
C -3.387 4.061 -3.247
C -4.057 2.773 -3.484
O -3.395 1.735 -2.733
O -4.141 5.137 -3.717
H -2.382 3.982 -3.717
H -3.178 4.208 -2.179
H -4.064 2.399 -4.524
H -5.083 2.825 -3.106
H -3.660 1.961 -1.796
H -4.857 5.217 -3.121
C 0.550 -0.007 1.069
C 0.063 0.932 -0.012
O -0.280 0.118 -1.173
O 1.713 -0.835 0.731
H -0.304 -0.637 1.256
H 0.799 0.638 1.920
H 0.884 1.658 -0.208
H -0.797 1.478 0.416
H 0.531 -0.384 -1.396
H 2.457 -0.273 0.454
C -0.319 0.823 5.383
C -0.815 2.076 4.686
O -0.369 2.203 3.337
O 1.089 0.789 5.345
H -0.685 -0.145 4.957
H -0.523 0.919 6.461
H -0.472 2.940 5.246
H -1.874 2.120 4.597
H 0.470 2.714 3.378
H 1.455 1.676 5.401
C 3.682 -1.501 3.740
C 2.628 -2.491 4.110
O 1.270 -2.024 4.107
O 3.677 -0.425 4.663
H 3.472 -1.163 2.666
H 4.659 -2.038 3.739
H 2.801 -2.927 5.117
H 2.717 -3.244 3.327
H 1.264 -1.200 4.602
H 2.741 -0.142 4.823
O 4.178 2.872 -1.837
H 3.203 2.929 -1.800
H 4.337 2.151 -2.477
O 4.347 4.697 0.976
H 4.701 5.172 1.743
H 5.008 4.904 0.275
O 3.924 -5.224 1.975
H 3.827 -5.638 2.802
H 3.089 -4.911 1.656
O -0.654 1.627 -3.579
H -0.306 1.058 -2.892
H -1.555 1.855 -3.243
C 1.222 4.211 -2.070
O 1.605 2.986 -2.664
H 2.057 4.586 -1.514
H 0.867 4.971 -2.816
H 0.355 4.041 -1.389
H 0.825 2.571 -3.163
C -4.980 -1.924 -4.130
O -5.495 -0.704 -3.560
H -5.781 -2.272 -4.741
H -4.201 -1.656 -4.885
H -4.560 -2.632 -3.423
H -4.803 -0.100 -3.272
C 0.185 -3.627 1.221
O 1.670 -3.619 0.990
H 0.023 -3.148 2.208
H -0.300 -3.113 0.421
H -0.100 -4.676 1.255
H 1.873 -2.681 0.831
C 3.521 1.452 1.876
O 3.286 1.310 0.470
H 4.281 0.710 2.160
H 4.056 2.359 2.083
H 2.578 1.350 2.414
H 4.121 1.506 0.042
C -2.548 -5.210 -0.409
O -3.452 -4.196 -0.895
H -2.396 -5.058 0.687
H -3.010 -6.151 -0.576
H -1.556 -5.183 -0.813
H -2.948 -3.550 -1.406
C -2.591 -3.560 3.869
O -2.449 -2.429 2.924
H -3.091 -3.079 4.690
H -3.143 -4.342 3.404
H -1.594 -3.962 4.225
H -1.818 -2.659 2.250
C -3.856 2.372 0.903
O -4.340 2.693 -0.472
H -4.677 2.022 1.560
H -3.166 1.554 0.753
H -3.397 3.214 1.301
H -5.266 2.431 -0.451
C -1.777 -0.098 -6.526
O -0.569 -0.474 -5.899
H -1.616 0.599 -7.306
H -2.259 -1.006 -6.844
H -2.350 0.446 -5.789
H -0.381 -0.049 -5.082
C 1.131 5.032 2.206
O 1.570 4.011 3.116
H 1.491 6.008 2.534
H 1.595 4.798 1.252
H 0.051 5.067 2.181
H 2.550 3.906 3.041
C -4.763 -0.449 3.684
O -3.404 -0.069 3.977
H -5.416 0.352 4.112
H -4.967 -0.487 2.618
H -5.034 -1.409 4.094
H -2.858 -0.769 3.679
```


Entry 2:
Entry from the Open Molecules 2025 dataset: a structure of composition C27H108F4MnN2O35S4 in a non-equilibrium geometry (the ωB97M-V functional and the def2-TZVPD basis).

Results
DFT total energy	-189910.902	eV
spin multiplicity	6
E_HOMO (spin up / spin down)	-0.342 / -0.342	Ha
charge	0
HOMO-LUMO gap (spin up / spin down)	8.30 / 8.10	eV
ΔE to the lowest compared entry with this formula, charge and spin	462.9	kJ/mol

XYZ file:
```
181
C27H108F4MnN2O35S4 | the Open Molecules 2025 dataset | the ωB97M-V functional and the def2-TZVPD basis
Mn -2.821 0.356 -1.531
N -1.029 -0.136 -0.882
S -0.537 -1.520 -0.452
O -0.348 -1.843 0.945
O 0.288 -2.166 -1.485
F -2.009 -2.181 -0.676
S 0.406 0.621 -0.214
O 1.707 0.277 -0.807
O 0.403 0.840 1.255
F 0.103 2.117 -0.815
N -4.432 -0.543 -2.214
S -5.915 -0.351 -2.415
O -6.903 -1.325 -1.960
O -6.232 0.591 -3.493
F -6.025 0.722 -1.219
S -4.488 -1.929 -3.228
O -5.056 -1.722 -4.531
O -4.665 -3.223 -2.564
F -2.915 -1.808 -3.526
C 0.792 -0.876 -7.285
O 1.249 -0.321 -6.094
H 1.398 -0.475 -8.097
H 0.856 -1.960 -7.191
H -0.258 -0.645 -7.465
H 2.054 -0.751 -5.796
C 2.000 -5.276 -1.670
O 1.415 -6.072 -2.669
H 1.362 -4.407 -1.506
H 2.086 -5.918 -0.793
H 2.958 -4.945 -2.070
H 1.364 -6.967 -2.324
C -2.327 5.811 -3.148
O -1.765 6.416 -4.266
H -2.807 4.868 -3.408
H -1.469 5.602 -2.509
H -3.051 6.398 -2.583
H -2.420 6.780 -4.867
C 6.374 0.343 -2.090
O 5.587 0.676 -0.912
H 7.449 0.526 -2.121
H 6.287 -0.736 -2.215
H 5.861 0.761 -2.956
H 5.037 1.442 -1.088
C -4.280 3.106 -1.365
O -3.062 2.417 -1.072
H -4.012 4.146 -1.553
H -4.768 2.600 -2.197
H -4.853 3.008 -0.443
H -2.634 2.983 -0.425
C -0.250 -0.622 4.137
O -0.470 0.740 3.744
H -1.075 -1.148 3.658
H 0.713 -1.072 3.893
H -0.541 -0.619 5.187
H -0.122 0.782 2.850
C -0.903 0.506 -4.158
O -2.211 0.764 -3.559
H -0.109 0.364 -3.426
H -1.001 -0.346 -4.830
H -0.548 1.350 -4.750
H -2.875 0.864 -4.245
C 1.829 -6.751 2.013
O 1.687 -7.837 1.133
H 0.839 -6.473 2.374
H 2.317 -7.109 2.919
H 2.403 -5.912 1.621
H 1.341 -8.612 1.583
C -3.270 0.198 1.922
O -3.817 0.111 0.625
H -3.786 -0.377 2.691
H -2.242 -0.166 1.911
H -3.206 1.266 2.131
H -4.161 -0.777 0.505
C 3.239 -1.030 -3.736
O 3.685 -1.185 -5.063
H 2.838 -0.055 -3.459
H 2.490 -1.802 -3.556
H 4.045 -1.287 -3.049
H 4.641 -1.274 -5.060
C -5.834 -6.251 -0.424
O -7.098 -6.684 0.028
H -5.514 -6.780 -1.322
H -5.876 -5.173 -0.578
H -5.150 -6.424 0.407
H -7.475 -6.041 0.634
C -0.077 -3.568 -4.255
O -0.050 -4.902 -4.662
H 0.926 -3.350 -3.887
H -0.352 -2.814 -4.992
H -0.772 -3.461 -3.422
H 0.369 -5.401 -3.957
C -5.737 -2.835 1.288
O -4.476 -2.555 0.605
H -5.962 -1.945 1.875
H -6.563 -2.973 0.590
H -5.662 -3.695 1.954
H -4.156 -3.413 0.317
C -3.277 1.644 5.230
O -2.093 2.395 5.088
H -3.799 1.959 6.134
H -3.918 1.827 4.367
H -3.030 0.584 5.281
H -1.454 1.822 4.659
C 4.340 4.211 -1.612
O 3.959 2.900 -1.841
H 4.743 4.262 -0.601
H 5.115 4.490 -2.326
H 3.471 4.870 -1.621
H 3.124 2.904 -2.315
C -2.141 -5.193 -1.219
O -2.884 -5.129 0.020
H -2.636 -5.940 -1.840
H -2.268 -4.249 -1.750
H -1.115 -5.544 -1.110
H -2.937 -6.035 0.333
C 2.286 -3.293 3.121
O 3.426 -2.452 3.487
H 1.612 -3.486 3.956
H 1.738 -2.873 2.278
H 2.686 -4.264 2.827
H 4.009 -2.446 2.724
C 2.466 2.669 6.089
O 2.953 3.752 5.320
H 3.144 2.226 6.818
H 1.617 3.066 6.645
H 2.068 1.901 5.426
H 3.726 3.417 4.861
C 8.235 -0.761 0.529
O 6.983 -0.370 1.103
H 8.732 0.094 0.069
H 8.859 -1.070 1.367
H 8.173 -1.502 -0.268
H 6.480 -0.035 0.357
C -2.618 7.300 0.313
O -2.996 8.492 -0.313
H -3.483 6.793 0.742
H -2.099 6.554 -0.289
H -2.048 7.484 1.224
H -3.758 8.862 0.138
C 0.760 3.760 -3.056
O 1.687 2.723 -3.278
H 0.717 4.486 -3.869
H -0.256 3.391 -2.923
H 0.950 4.363 -2.168
H 1.663 2.590 -4.229
C 1.573 4.170 1.167
O 0.593 5.146 0.790
H 1.094 3.215 1.385
H 2.214 3.952 0.313
H 2.285 4.475 1.934
H 1.140 5.836 0.408
C 4.419 1.594 3.238
O 4.845 2.773 3.908
H 3.333 1.695 3.225
H 4.887 1.542 2.255
H 4.801 0.697 3.724
H 5.803 2.834 3.925
C -0.019 5.200 5.085
O 1.163 5.943 5.373
H 0.200 4.482 4.295
H -0.401 4.746 6.000
H -0.783 5.894 4.734
H 1.922 5.355 5.342
C 3.926 -2.115 0.089
O 4.870 -2.329 1.195
H 3.999 -1.070 -0.212
H 4.228 -2.716 -0.769
H 2.911 -2.348 0.412
H 5.633 -1.764 1.049
C -1.969 -4.398 3.509
O -0.831 -4.375 4.353
H -2.230 -5.423 3.242
H -2.833 -3.884 3.930
H -1.702 -3.908 2.573
H -1.037 -3.663 4.964
C -2.406 4.229 1.999
O -1.899 4.069 0.649
H -1.685 3.868 2.732
H -2.496 5.288 2.242
H -3.326 3.687 2.219
H -1.107 4.611 0.637
```